# C2H7N5

An isolated ion of composition C2H7N5 and charge +2 (ωB97M-V/def2-TZVPD, the Open Molecules 2025 dataset).

Output
LUMO energy (Ha): -0.3782
SMILES: CN([NH3+])/C=N\[N+]#N
HOMO level (eV): -20.4
Max |F| (eV Å⁻¹): 5.2
HOMO-LUMO gap (eV): 10.104
Net charge: +2

Each line ends with the Löwdin charge.
Geometry (Å):
1 N 0.7070 -0.1355 1.9123  0.166
2 N -0.2382 -0.3571 -0.2172  -0.143
3 N -0.5824 -1.0656 -1.3626  0.244
4 N 1.2211 0.9152 2.3254  -0.006
5 N 1.6190 1.8887 2.6904  0.429
6 C -0.3252 1.0209 -0.5638  0.016
7 C 0.2435 -0.8895 0.9784  0.060
8 H -0.2435 -2.0884 -1.4066  0.250
9 H 0.6494 1.4058 -0.8216  0.127
10 H -0.0959 -0.4655 -2.0022  0.167
11 H -1.6074 -1.0592 -1.7645  0.269
12 H -1.0840 1.1855 -1.2718  0.107
13 H 0.2847 -1.9341 1.0697  0.157
14 H -0.5480 1.5788 0.4340  0.156

=====

# C12H26AlN6O6S

C12H26AlN6O6S as an isolated structure (ωB97M-V/def2-TZVPD, the Open Molecules 2025 dataset).

Output
LUMO energy (alpha / beta) (Ha): -0.1796 / -0.1798
HOMO level (alpha / beta) (eV): -10.3 / -10.4
Max |F| (eV Å⁻¹): 4.6
HOMO-LUMO gap (alpha / beta) (eV): 5.384 / 5.549
Net charge: +1

Each line ends with the Löwdin charge.
Geometry (Å):
1 S 0.5603 2.0478 -0.0528  0.952
2 Al -0.4333 0.0596 -0.3959  -0.067
3 O -1.7050 -3.0786 -0.0409  -0.031
4 O 1.6956 -1.5371 0.9037  -0.010
5 O -2.6408 1.4170 -1.3455  -0.105
6 O -3.5346 -0.2572 -3.2035  -0.135
7 O -0.7610 0.5054 -3.1173  0.025
8 O -0.2938 -1.1334 2.3094  -0.140
9 N -0.9362 -0.3528 1.4754  -0.127
10 N 1.1312 -1.0879 -0.2698  0.003
11 N 1.6664 1.6172 2.4222  0.070
12 N 3.0659 1.3784 0.7827  0.047
13 N -0.0675 -0.2612 -2.2081  0.001
14 N -2.1469 0.7918 -0.3158  -0.165
15 C 1.8804 -1.1639 -1.3893  -0.198
16 C -2.7017 0.9753 0.9230  -0.225
17 C -3.7728 1.9925 1.0934  -0.001
18 C 3.8884 1.1169 1.9447  -0.111
19 C 1.1830 -0.6655 -2.5214  -0.188
20 C 3.2969 -1.6408 -1.3751  0.018
21 C 1.7597 -0.4269 -3.8443  0.032
22 C -1.9745 0.3617 1.9625  -0.233
23 C 1.7924 1.6471 1.0877  -0.682
24 C 2.9032 1.2719 3.0964  -0.103
25 C -3.0907 -1.3150 -2.3408  -0.164
26 C -2.1483 0.5086 3.4216  0.004
27 H 0.7872 1.8289 2.8952  0.159
28 H 0.8743 -1.4207 1.5871  0.035
29 H -3.8378 -0.6880 -4.0365  0.106
30 H -0.8495 -3.3028 -0.4347  0.042
31 H -2.0566 -1.6288 -2.5323  0.056
32 H 4.0361 -0.8203 -1.2438  0.105
33 H 1.7859 -1.3528 -4.4129  0.117
34 H -1.3319 -2.6780 0.7661  0.023
35 H -3.4347 3.0250 0.8493  0.110
36 H 3.3970 1.3752 -0.1802  0.153
37 H 3.4765 -2.4077 -0.6028  0.102
38 H -3.2412 -1.0985 -1.2679  0.071
39 H 2.7945 -0.1002 -3.7747  0.104
40 H 3.4841 -2.1102 -2.3534  0.099
41 H -1.5473 0.8797 -2.5897  0.080
42 H -4.1143 1.9750 2.1463  0.080
43 H -2.4387 -0.4598 3.8233  0.102
44 H -4.6012 1.7274 0.4113  0.103
45 H 2.7463 0.3246 3.6175  0.132
46 H -1.2427 0.8099 3.9590  0.088
47 H -3.7339 -2.1836 -2.6046  0.101
48 H 4.7023 1.8430 2.0185  0.131
49 H 1.1749 0.3242 -4.3625  0.098
50 H -2.9443 1.2164 3.6324  0.077
51 H 3.2080 2.0484 3.8102  0.135
52 H 4.2906 0.1029 1.8775  0.127

=====

# C20H42Br6O4

A 8-piece molecular cluster, C20H42Br6O4 overall (ωB97M-V/def2-TZVPD, the Open Molecules 2025 dataset).

Output
LUMO energy (Ha): 0.0089
SMILES: c1ccccc1.BrCCBr.BrCCBr.BrCCBr.CCO.CCO.CCO.CCO
HOMO level (eV): -9.5
Max |F| (eV Å⁻¹): 2.4
HOMO-LUMO gap (eV): 9.693

Each line ends with the Löwdin charge.
Geometry (Å):
1 Br 5.9483 -0.6540 3.3348  0.573
2 Br -7.2935 2.3737 11.6481  0.582
3 Br -4.5357 2.9547 7.8569  0.556
4 Br 6.7870 7.7707 6.3167  0.519
5 Br 3.2418 -4.4070 4.3700  0.555
6 Br 4.3445 5.4525 6.1935  0.586
7 O -3.5084 4.1856 -4.8575  -0.079
8 O 0.0269 -7.7169 -4.2547  -0.071
9 O -0.5965 3.1273 -9.1130  -0.087
10 O -3.8182 -6.1943 -0.9737  -0.073
11 C 1.9616 0.8498 -1.0542  -0.098
12 C 0.7944 3.0931 -8.9028  -0.324
13 C 4.2338 -2.6704 4.4183  -0.684
14 C 4.6274 6.7447 4.7644  -0.711
15 C 5.1724 -2.4885 3.2253  -0.646
16 C -4.0242 -6.1159 0.3851  -0.375
17 C -3.1558 3.3905 -3.7507  -0.340
18 C -2.7926 -6.6863 1.0424  -0.080
19 C -5.7299 2.6436 10.4734  -0.689
20 C 1.2206 1.9312 -7.9868  -0.088
21 C 0.1669 1.2614 0.9452  -0.116
22 C 1.1500 -6.8598 -4.1511  -0.335
23 C 0.1112 0.0804 0.3033  -0.110
24 C 1.0485 -0.1668 -0.6933  -0.073
25 C 2.2352 -7.4502 -5.0157  -0.102
26 C 1.0705 2.2507 0.5996  -0.097
27 C -6.0623 2.3425 9.0072  -0.651
28 C 1.9805 2.0602 -0.4134  -0.110
29 C 5.0648 8.1008 5.3188  -0.616
30 C -3.4615 1.9348 -4.0994  -0.081
31 H 1.1545 -1.0489 -1.3074  0.096
32 H -4.9297 -6.6028 0.7472  0.105
33 H 5.3502 6.3660 4.0418  0.058
34 H -4.9564 1.9367 10.7733  0.054
35 H 5.2455 8.8334 4.5322  0.060
36 H -2.5049 -7.6396 0.5990  0.079
37 H 1.0410 3.2598 0.9833  0.100
38 H -5.4357 3.6858 10.5975  0.046
39 H -3.1439 1.2481 -3.3147  0.070
40 H -0.6796 -7.3764 -3.7010  0.080
41 H 2.5111 -8.4897 -4.8386  0.076
42 H 0.9010 -5.8841 -4.5684  0.104
43 H 2.3080 1.8656 -7.9507  0.066
44 H 1.0708 4.0715 -8.5097  0.105
45 H -0.6868 -0.6238 0.4872  0.105
46 H 4.4051 8.5355 6.0698  0.050
47 H -3.2831 5.0761 -4.5783  0.080
48 H -6.2469 1.2900 8.7918  0.056
49 H -1.9927 -5.9545 0.9292  0.074
50 H 2.5704 2.9135 -0.7137  0.103
51 H 2.6126 0.7539 -1.9107  0.097
52 H -6.9308 2.8840 8.6324  0.046
53 H -4.5470 -5.8340 -1.4844  0.089
54 H -2.1177 3.6274 -3.5180  0.104
55 H -3.6557 3.6884 -2.8290  0.104
56 H -2.9863 -6.8368 2.1044  0.073
57 H 4.6680 -2.5079 5.4048  0.054
58 H 3.6654 6.9169 4.2817  0.055
59 H 4.6339 -2.4419 2.2788  0.046
60 H 2.0495 -7.2605 -6.0729  0.073
61 H 3.4774 -1.8865 4.3824  0.042
62 H 5.9753 -3.2237 3.1723  0.057
63 H 3.1947 -6.9579 -4.8570  0.068
64 H -3.0196 1.5975 -5.0370  0.070
65 H 1.5229 -6.6527 -3.1480  0.106
66 H -4.5365 1.8065 -4.2257  0.073
67 H 0.8967 2.1161 -6.9626  0.064
68 H -0.5282 1.3916 1.7615  0.104
69 H 0.8419 0.9663 -8.3239  0.072
70 H 1.2465 2.9621 -9.8859  0.109
71 H -1.1231 3.3564 -8.3437  0.081
72 H -4.2458 -5.0655 0.5743  0.108